Here is the ion C8H14NO with charge +1 in a non-equilibrium geometry from the OMol25 dataset. Energies are from ωB97M-V with the def2-TZVPD basis set.

The geometry in XYZ format:
```
24
Properties=species:S:1:pos:R:3:forces:R:3
C 0.488244 1.181083 0.592322 -0.082 -4.314 -2.332
C 0.936214 0.175768 -0.083158 -0.277 1.894 0.393
C -0.552747 0.281636 -0.215263 -1.645 -0.413 -1.162
C 0.181755 2.202709 1.486509 -4.022 3.146 -1.670
C -1.272972 0.656445 -1.502194 0.456 3.714 -0.502
C 2.961930 -1.184285 0.184114 -1.581 -4.352 -0.287
C -2.552499 -1.113872 0.055374 -0.474 2.890 0.991
C 1.783458 -0.798494 -0.746042 2.734 0.705 1.653
N -1.223752 -0.674250 0.503029 -1.230 -0.766 1.831
O -0.858872 -1.152555 1.562646 0.350 0.466 -0.875
H -0.173942 3.132857 0.805917 0.914 -1.769 1.969
H 1.005934 2.366242 2.021928 3.487 1.512 2.059
H -0.585549 1.989160 2.250602 -0.029 -0.243 -0.706
H -1.587754 -0.081764 -2.221696 0.570 -0.711 -0.010
H -0.514412 1.378735 -1.958663 -1.094 -1.105 -0.037
H -2.213677 1.317632 -1.428661 1.379 -0.909 0.585
H 3.330046 -0.449174 0.782843 1.344 2.726 0.879
H 3.783543 -1.793888 -0.322451 -1.255 0.978 0.650
H 2.474342 -1.801432 0.988279 0.715 -0.140 -0.743
H -3.117144 -1.449045 0.834765 -0.538 -1.654 2.720
H -2.581281 -1.790517 -0.682796 0.669 -2.509 -2.816
H -3.237503 -0.333162 -0.214573 0.519 1.176 -0.747
H 1.236350 -1.605204 -1.100383 -1.134 -1.724 -0.187
H 2.290279 -0.454627 -1.592440 0.223 1.400 -1.656
```
Forces are in eV/Å.

net charge = +1
ΔE to the lowest compared entry with this formula, charge and spin = 621.13 kJ/mol
energy = -442.75028 hartree

Atomic partial charges in e from the Mulliken method, atoms 1 to 2: number 1, C, carries 0.688; number 2, C, carries -0.262

Here is the ion C8H14NO with charge +1 in a non-equilibrium geometry from the OMol25 dataset. Energies are from ωB97M-V with the def2-TZVPD basis set.

The geometry in XYZ format:
```
24
Properties=species:S:1:pos:R:3:forces:R:3
C 1.898975 -0.903207 -1.023150 1.128 -0.251 -3.817
C 1.914215 -1.366098 0.182287 -3.097 0.144 3.067
C 1.118261 0.280225 -1.651737 1.184 -0.414 2.485
C -1.031558 -0.697503 -0.887008 -2.881 -1.593 -2.638
C -1.213828 -1.117307 0.556145 1.836 -3.344 -1.036
C -0.150641 0.535131 -0.915110 -1.277 -0.967 -2.590
C -0.049673 -0.438258 1.187144 3.641 -3.176 0.819
C -1.041814 1.736967 0.961277 0.702 4.202 -1.105
N 0.030753 0.858733 0.468327 1.631 2.025 2.096
O -0.035835 -0.475859 2.581293 -0.244 0.780 -1.669
H 2.524834 -1.323371 -1.910866 -0.386 0.295 2.038
H 2.292919 -2.169498 0.886976 -0.347 1.225 -1.485
H 1.791007 1.110975 -1.535248 0.393 0.779 -0.040
H 0.994253 0.198589 -2.696792 -0.441 -0.547 -1.043
H -0.799118 -1.484672 -1.703519 0.400 1.037 1.847
H -2.073214 -0.442054 -1.252267 1.039 0.090 0.303
H -2.081457 -0.681050 0.902308 -2.089 0.710 1.126
H -1.333356 -2.290124 0.649230 0.685 2.531 0.236
H -0.799475 1.256967 -1.401645 0.678 0.824 0.063
H -1.894521 1.517221 0.314989 -0.563 -0.192 1.354
H -0.970504 1.788548 2.049293 -1.100 -0.651 -0.184
H -0.815055 2.874529 0.668347 -0.117 -2.445 0.306
H 0.944669 1.361615 0.603715 -0.867 -0.943 0.044
H 0.780162 -0.130498 2.966011 0.092 -0.118 -0.179
```
Forces are in eV/Å.

net charge = +1
ΔE to the lowest compared entry with this formula, charge and spin = 493.26 kJ/mol
energy = -442.79899 hartree

Atomic partial charges in e from the Mulliken method, atoms 1 to 2: number 1, C, carries -0.222; number 2, C, carries -0.265